107
Properties=species:S:1:pos:R:3 method="wB97M-V/def2-TZVPD" energy_ev=-94365.2125 multiplicity=2 total_charge=+1
Cr -0.47215 -0.37571 0.66919
C -1.90190 2.75297 2.68372
C -0.93500 1.97638 3.58106
C -1.14544 0.46848 3.53721
C 0.51799 2.33133 3.31700
C 1.19142 2.98388 4.34163
C 2.49004 3.43621 4.19319
C 3.14266 3.21583 2.99927
C 2.53384 2.53404 1.94867
C 3.39805 2.30999 0.70704
C 3.68223 3.62044 -0.03530
C 4.72666 1.63798 1.07736
C 1.19942 2.08966 2.10725
N 0.53767 1.48492 0.96203
C 0.55789 2.22177 -0.09916
C 0.20170 1.89003 -1.45775
C 0.17663 2.99887 -2.33666
C -0.11745 2.87841 -3.66786
C -0.38658 1.59595 -4.16967
C -0.32011 0.49335 -3.35574
C -0.02064 0.58582 -1.97546
N 0.03824 -0.54150 -1.18445
C 0.39465 -1.76272 -1.86277
C -0.57502 -2.73889 -2.11424
C -0.21014 -3.88298 -2.82203
C 1.07376 -4.06328 -3.29613
C 2.02492 -3.08684 -3.05370
C 1.71755 -1.93733 -2.33619
C 2.84247 -0.92980 -2.12266
C 4.10479 -1.60567 -1.57193
C 3.21958 -0.19403 -3.41530
C -2.04097 -2.57248 -1.74583
C -2.60628 -3.80071 -1.02625
C -2.87216 -2.26503 -2.99739
H -2.92490 2.64204 3.05125
H -1.87013 2.39581 1.65750
H -1.65179 3.81620 2.69556
H -1.14480 2.28756 4.60558
H -0.86512 0.09160 2.55682
H -2.18008 0.17463 3.71117
H -0.49938 -0.04307 4.25159
H 0.66539 3.17084 5.27042
H 2.98175 3.96736 4.99800
H 4.15808 3.57286 2.87592
H 2.87655 1.65658 0.00856
H 4.27089 4.29789 0.58601
H 2.76280 4.14062 -0.31190
H 4.24886 3.42322 -0.94761
H 5.37889 2.33128 1.61053
H 5.25374 1.31926 0.17465
H 4.57359 0.77496 1.72057
H 0.89726 3.25106 0.02740
H 0.39898 3.97837 -1.92497
H -0.12942 3.74554 -4.31384
H -0.63909 1.46743 -5.21552
H -0.51216 -0.48808 -3.76936
H -0.96080 -4.63581 -3.02767
H 1.33231 -4.95337 -3.85646
H 3.03215 -3.22276 -3.42946
H 2.50320 -0.18431 -1.40075
H 4.58370 -2.21504 -2.33927
H 3.88387 -2.25441 -0.72781
H 4.83284 -0.85157 -1.25961
H 3.60708 -0.90007 -4.15371
H 4.00055 0.54380 -3.21300
H 2.36950 0.32445 -3.85634
H -2.12062 -1.72608 -1.06294
H -2.71460 -4.64585 -1.70785
H -3.59620 -3.57898 -0.62260
H -1.96429 -4.10705 -0.19799
H -2.79515 -3.08153 -3.71825
H -2.53680 -1.34881 -3.48895
H -3.92977 -2.15008 -2.73928
C 3.24840 -2.11755 1.96424
C 2.83902 -3.30055 2.55867
C 1.49260 -3.60472 2.58266
C 0.57894 -2.72120 2.02722
N 0.98814 -1.57567 1.43447
C 2.29271 -1.29506 1.40575
C -0.87977 -2.89382 2.03918
C -1.52520 -3.90925 2.74046
C -2.90894 -3.93618 2.79406
C -3.64407 -2.94062 2.16096
C -2.99113 -1.93810 1.45817
C -1.60112 -1.90636 1.35751
H 4.29114 -1.84145 1.91572
H 3.56205 -3.97859 2.99326
H 1.14326 -4.52076 3.03601
H 2.56846 -0.37716 0.91103
H -0.95909 -4.66835 3.26627
H -3.41315 -4.72219 3.34122
H -4.72629 -2.95082 2.21829
H -3.58154 -1.17543 0.96515
O -2.17831 0.73872 0.13452
S -2.97604 0.98186 -1.14355
C -3.08015 2.78809 -1.32445
C -4.33571 3.24294 -0.59254
C -5.38771 2.18254 -0.90911
C -4.71664 0.84356 -0.61756
H -3.13029 2.98045 -2.39873
H -2.14494 3.18965 -0.93810
H -4.64222 4.23915 -0.90981
H -4.14498 3.27280 0.48299
H -5.67219 2.23991 -1.96232
H -6.29227 2.30226 -0.31449
H -5.16977 -0.00766 -1.12408
H -4.64840 0.64375 0.45241



9
Properties=species:S:1:pos:R:3 method="wB97M-V/def2-TZVPD" energy_ev=-15038.2104 multiplicity=3 total_charge=0
C -1.08584 -1.30997 0.40212
C -1.23118 -0.27536 -0.17890
C 2.16753 0.07346 0.76620
C 1.41288 0.73570 0.05535
S -1.73800 1.27970 -0.71645
H -1.13110 -2.25273 0.85093
H 2.61702 -0.33559 1.64511
H -1.99437 0.96579 -2.00485
H 0.98307 1.11900 -0.81951



12
Properties=species:S:1:pos:R:3 method="wB97M-V/def2-TZVPD" energy_ev=-27265.7173 total_charge=+1
C -0.91629 0.07914 0.30184
N -2.03315 -0.62082 0.53071
N -1.06425 1.11117 -0.63313
N 0.24249 -0.31896 0.58001
S 4.18284 -0.40489 -0.37673
S 3.04145 0.65541 0.76323
H -2.85191 -0.45407 -0.02715
H -2.22504 -1.48489 1.08248
H -1.90981 1.52796 -0.82835
H -0.28357 1.43019 -1.28965
H 0.50741 -0.83749 1.42490
H 3.30982 -0.68277 -1.52817



59
Properties=species:S:1:pos:R:3 method="wB97M-V/def2-TZVPD" energy_ev=-33063.3355 total_charge=0
Hg 4.01717 13.64731 20.16006
C 5.42265 17.95798 20.47683
C 5.10342 16.70542 21.28596
O 4.46305 15.75629 20.54200
H 6.13378 18.57136 21.04614
H 4.53055 18.53272 20.22893
H 5.98851 17.73030 19.56951
H 4.61761 17.01248 22.23572
H 6.08199 16.34852 21.68611
C 2.11632 9.84399 18.52071
C 2.60193 11.27295 18.39985
O 3.22257 11.68540 19.57087
H 1.84390 9.43077 17.54125
H 1.23881 9.77806 19.16526
H 2.88824 9.15877 18.87688
H 1.75139 11.94903 18.19016
H 3.28109 11.36367 17.53415
C 0.79874 14.51884 19.72035
O 1.75912 14.08655 20.67217
C 1.27836 13.79060 21.94295
C 2.41133 13.85898 22.98602
N 3.59233 13.12273 22.50177
C 4.76886 13.35529 23.33805
C 4.79407 12.63330 24.67262
O 3.93561 13.24255 25.60207
C 3.53127 12.36946 26.63459
H 1.31253 14.70900 18.78282
H 0.25430 15.37331 20.12792
H 0.09044 13.70413 19.52504
H 0.73063 12.84396 22.01756
H 0.57247 14.56558 22.28251
H 1.96117 13.37682 23.85879
H 2.67443 14.88830 23.20701
H 3.42623 12.11930 22.49330
H 4.87368 14.41152 23.61204
H 5.69660 13.17350 22.79326
H 5.80755 12.66981 25.10564
H 4.64076 11.55380 24.50163
H 2.82784 11.64090 26.21160
H 3.03204 12.82352 27.48766
H 4.42015 11.86098 27.03000
C 5.19512 13.22740 16.08041
C 4.51235 14.51862 16.46141
O 4.09138 14.48718 17.82893
H 4.57041 12.36881 16.33471
H 6.21034 13.09141 16.44849
H 5.22821 13.15003 14.98845
H 3.60404 14.57110 15.85125
H 5.17061 15.35853 16.22844
H 3.79037 15.37979 18.04606
C 7.47092 11.37588 19.01752
C 6.88148 11.71621 20.37048
O 6.35600 13.05570 20.42321
H 8.17791 10.55132 19.11598
H 8.02879 12.22929 18.62697
H 6.67715 11.09983 18.32661
H 7.61185 11.67293 21.18174
H 6.01251 11.09250 20.57207
H 7.00281 13.74459 20.24155



118
Properties=species:S:1:pos:R:3 method="wB97M-V/def2-TZVPD" energy_ev=-90090.0790 smiles="O=CCc1cccc2nc(OC(=O)c3ccccc3)cnc12.Fc1ccccc1.Fc1ccccc1.Fc1ccccc1.Fc1ccccc1.Fc1ccccc1.Fc1ccccc1.Fc1ccccc1" total_charge=0
O -5.33362 -3.50174 2.65938
C -4.29649 -3.92584 2.24457
C -3.30898 -3.09786 1.45917
C -3.38352 -1.64282 1.84008
C -2.42516 -1.08488 2.64386
C -2.49894 0.27331 3.00825
C -3.54497 1.04137 2.58503
C -4.55050 0.48178 1.77251
N -5.59495 1.27690 1.38402
C -6.47269 0.70007 0.63700
O -7.57708 1.42949 0.20746
C -8.44934 1.60748 1.29164
O -8.34786 2.53626 2.01000
C -9.48050 0.56576 1.47069
C -9.96721 0.35549 2.75691
C -10.94118 -0.60375 2.97802
C -11.43795 -1.37417 1.93683
C -10.95129 -1.15272 0.65376
C -9.98778 -0.18949 0.42152
C -6.36950 -0.63472 0.19765
N -5.39665 -1.42517 0.53992
C -4.47191 -0.85928 1.37283
H -4.05240 -4.98111 2.45204
H -2.30032 -3.48552 1.56963
H -3.56017 -3.15788 0.40005
H -1.60211 -1.68162 3.00635
H -1.73890 0.71053 3.63640
H -3.63348 2.08191 2.84730
H -9.59800 0.92909 3.59120
H -11.31687 -0.75553 3.97963
H -12.18206 -2.13604 2.09828
H -11.35719 -1.74687 -0.15047
H -9.64075 -0.02832 -0.58951
H -7.13665 -1.01697 -0.46238
F -8.77676 1.00487 -4.44913
C -7.47437 1.27924 -4.19785
C -7.06603 1.37493 -2.88466
C -5.73209 1.65218 -2.62133
C -4.83761 1.83237 -3.66843
C -5.27529 1.73217 -4.98237
C -6.60576 1.44927 -5.25555
H -7.78296 1.24167 -2.08874
H -5.39033 1.73196 -1.59859
H -3.79923 2.05282 -3.45944
H -4.58010 1.87646 -5.79828
H -6.96749 1.36085 -6.27143
F 1.42192 0.59634 0.36274
C 0.98126 -0.61680 -0.02663
C 1.82208 -1.70425 0.09779
C 1.36705 -2.95260 -0.29989
C 0.08753 -3.09483 -0.82095
C -0.73920 -1.98551 -0.94193
C -0.29541 -0.73436 -0.53820
H 2.81552 -1.57198 0.50072
H 2.01281 -3.81486 -0.20182
H -0.26489 -4.06976 -1.13161
H -1.73610 -2.09361 -1.34928
H -0.92822 0.14035 -0.61413
F 4.06247 -1.98112 2.40951
C 5.34220 -1.62267 2.16223
C 6.07599 -2.34826 1.24573
C 7.38750 -1.97680 0.98965
C 7.94553 -0.89470 1.65574
C 7.18990 -0.17922 2.57459
C 5.87413 -0.53986 2.83147
H 5.62353 -3.19209 0.74064
H 7.97359 -2.52999 0.26882
H 8.96725 -0.60866 1.45728
H 7.62576 0.66377 3.09475
H 5.26562 0.00816 3.53863
F 10.78751 0.77089 1.37214
C 10.50898 2.08639 1.52053
C 10.50929 2.63179 2.78893
C 10.22693 3.98258 2.93414
C 9.94311 4.75940 1.81926
C 9.94458 4.18630 0.55461
C 10.23356 2.83872 0.39808
H 10.72595 2.00763 3.64661
H 10.22886 4.42779 3.91986
H 9.72027 5.81130 1.93660
H 9.71926 4.78949 -0.31420
H 10.24587 2.37298 -0.57840
F -15.50481 -0.86253 -4.30456
C -14.20835 -0.54348 -4.49664
C -13.44073 -1.33333 -5.32844
C -12.10818 -0.99884 -5.52530
C -11.56048 0.10761 -4.88827
C -12.35305 0.88399 -4.05322
C -13.68885 0.56284 -3.85545
H -13.88416 -2.19460 -5.81043
H -11.49493 -1.60533 -6.17842
H -10.52618 0.36280 -5.04083
H -11.92902 1.74437 -3.55217
H -14.32401 1.15965 -3.21427
F 15.59301 3.19836 4.26366
C 15.17729 1.97320 3.88494
C 16.04099 0.90429 4.01315
C 15.60702 -0.35553 3.62602
C 14.32842 -0.52721 3.11306
C 13.47707 0.56304 2.98883
C 13.90069 1.82504 3.38096
H 17.03518 1.06135 4.40977
H 16.26974 -1.20462 3.72596
H 13.99535 -1.51093 2.80985
H 12.48387 0.43261 2.58802
H 13.25171 2.68698 3.29985
F 7.86526 -0.21587 -1.57791
C 6.69711 -0.27472 -2.24838
C 5.51009 -0.15997 -1.54913
C 4.31110 -0.21295 -2.24638
C 4.31231 -0.39218 -3.62314
C 5.51383 -0.51282 -4.30555
C 6.71681 -0.44919 -3.61787
H 5.52876 -0.02917 -0.47438
H 3.37321 -0.11670 -1.71660
H 3.37557 -0.43730 -4.16269
H 5.51697 -0.65547 -5.37781
H 7.66430 -0.53128 -4.13416



130
Properties=species:S:1:pos:R:3 method="wB97M-V/def2-TZVPD" energy_ev=-78059.8880 multiplicity=2 total_charge=+1
N -17.84019 -18.07922 7.34535
C -17.61046 -19.11332 8.22100
C -18.66144 -19.97419 8.64854
C -19.95206 -19.76279 8.11672
C -20.16132 -18.73944 7.21421
C -19.08352 -17.92186 6.88961
H -16.58211 -19.28057 8.50546
H -18.40072 -20.82898 9.25498
H -20.89077 -20.23212 8.37158
H -21.07440 -18.37822 6.76454
H -19.21796 -17.20916 6.08938
N -24.66567 -22.41442 2.81490
C -24.21961 -23.61277 2.40651
C -24.85952 -24.33219 1.41975
C -25.96687 -23.72881 0.79053
C -26.41386 -22.45172 1.13839
C -25.67047 -21.84149 2.17221
H -23.29617 -23.87635 2.90067
H -24.45405 -25.27230 1.07598
H -26.47294 -24.25954 -0.00232
H -27.30855 -22.02184 0.71280
H -25.97713 -20.88409 2.56688
N -19.26318 -16.72765 -0.62020
C -20.06254 -16.55830 -1.67027
C -20.12643 -17.43064 -2.78081
C -19.16855 -18.45291 -2.90698
C -18.25826 -18.58582 -1.84154
C -18.42835 -17.80073 -0.74184
H -20.80218 -15.78143 -1.54459
H -20.77779 -17.19421 -3.60921
H -19.13210 -18.95333 -3.86336
H -17.43670 -19.28649 -1.86438
H -17.77980 -17.96115 0.10673
N -19.75359 -24.07380 5.61291
C -20.28170 -22.80320 5.80431
C -21.60459 -22.42915 6.02151
C -22.58006 -23.45152 5.85002
C -22.06975 -24.76467 5.68660
C -20.65403 -25.06661 5.56672
H -19.54089 -22.04746 6.01987
H -21.91155 -21.40132 6.14694
H -23.62779 -23.19826 5.78294
H -22.83017 -25.52488 5.58556
H -20.49589 -26.12555 5.42513
N -17.68345 -23.27723 -0.47963
C -17.97314 -22.02211 -0.07043
C -18.51172 -21.76033 1.15682
C -19.01704 -22.86985 1.87357
C -18.85667 -24.19214 1.40796
C -18.11702 -24.31061 0.23609
H -17.45796 -21.25581 -0.63060
H -18.65476 -20.72798 1.44001
H -19.56136 -22.67474 2.78574
H -19.28550 -25.07961 1.84945
H -17.88639 -25.29654 -0.13960
N -27.73536 -21.17111 -2.05089
C -28.35865 -19.97731 -1.71607
C -27.66119 -18.84399 -1.17450
C -26.30331 -18.96242 -1.02646
C -25.56017 -20.07275 -1.44093
C -26.33867 -21.15836 -2.02500
H -29.43253 -19.94998 -1.82765
H -28.18648 -17.95875 -0.84766
H -25.72861 -18.24183 -0.46356
H -24.50185 -20.14995 -1.23997
H -25.83831 -22.07868 -2.28775
N -16.41370 -18.59586 2.33252
C -16.89909 -19.22065 3.42118
C -16.33061 -20.35295 4.02579
C -15.07748 -20.79176 3.55854
C -14.54685 -20.13213 2.40210
C -15.17978 -19.00758 1.91900
H -17.83150 -18.88213 3.84828
H -16.81230 -20.90393 4.82002
H -14.58977 -21.69262 3.90062
H -13.69311 -20.44955 1.82179
H -14.76643 -18.43981 1.09852
N -23.92306 -23.79493 -1.92418
C -23.69428 -24.28115 -3.21831
C -22.43761 -24.10736 -3.88095
C -21.38058 -23.46256 -3.15700
C -21.65956 -22.96848 -1.89159
C -22.92274 -23.15366 -1.30955
H -24.57338 -24.81356 -3.55017
H -22.20371 -24.51793 -4.85210
H -20.36817 -23.62376 -3.49676
H -20.90775 -22.48509 -1.28537
H -23.14650 -22.67957 -0.36533
N -20.42704 -18.91962 3.33268
C -21.28859 -19.87395 3.58007
C -21.83293 -20.57218 2.49314
C -21.67790 -20.09955 1.23053
C -20.81659 -19.01506 1.03653
C -20.11763 -18.51794 2.08411
H -21.38445 -20.26135 4.58363
H -22.55567 -21.32894 2.76025
H -22.16516 -20.47949 0.34474
H -20.77290 -18.52908 0.07303
H -19.54807 -17.60062 2.06092
N -23.76386 -19.49158 5.71368
C -24.32336 -19.78813 6.87141
C -25.66210 -19.47151 7.15083
C -26.47144 -19.06640 6.08249
C -25.92436 -18.97449 4.77330
C -24.56649 -19.14917 4.63846
H -23.53595 -20.11415 7.53479
H -26.09138 -19.50208 8.14137
H -27.51322 -18.81798 6.22171
H -26.51372 -18.77763 3.88995
H -24.09101 -18.89917 3.70155
C -23.88595 -16.58407 1.01446
C -24.79513 -16.60791 2.22834
O -25.90425 -17.11157 2.26834
C -24.20157 -16.04025 3.51429
H -23.22607 -17.44859 1.08705
H -23.31168 -15.66282 0.91639
H -24.52245 -16.59749 0.12971
H -23.30748 -16.57088 3.84162
H -24.86713 -16.19168 4.36411
H -24.04653 -14.96699 3.40394
C -18.63432 -14.12718 4.97768
C -17.47107 -14.32982 3.98233
O -16.71221 -13.42299 3.65756
C -17.31075 -15.71502 3.54177
H -18.56991 -13.07306 5.24747
H -18.57782 -14.92023 5.72332
H -19.53321 -14.30690 4.38796
H -16.85762 -16.27656 4.35874
H -16.63051 -15.79894 2.69423
H -18.32029 -16.05447 3.31002



59
Properties=species:S:1:pos:R:3 method="wB97M-V/def2-TZVPD" energy_ev=-37569.0576 smiles=OCCO.OCCO.OCCO.OCCO.OCCO.O.O.O total_charge=0
O 3.44039 3.24785 -0.03619
C 4.22056 3.99544 -1.00977
C 3.70738 3.71063 -2.36373
O 4.15291 2.41208 -2.74620
H 3.61268 2.28446 -0.12329
H 4.17553 5.07754 -0.72791
H 5.25693 3.65869 -1.02960
H 3.98987 4.45246 -3.05499
H 2.63810 3.72723 -2.29449
H 3.38936 1.89612 -2.99153
O -0.20892 -2.41743 3.87094
C -0.66960 -3.56229 3.15396
C -0.23294 -3.71760 1.71806
O -0.64772 -2.48822 1.00427
H -0.72463 -1.61231 3.62799
H -0.46387 -4.44131 3.78490
H -1.79971 -3.53734 3.09422
H -0.77484 -4.49903 1.20238
H 0.83498 -3.83549 1.49830
H 0.16954 -2.14278 0.52398
O -0.54936 -0.33448 -3.57715
C -0.44579 0.19168 -2.24465
C -0.16886 1.68405 -2.36897
O 0.88883 1.74103 -3.41573
H -1.03689 -1.14353 -3.63595
H -1.43378 0.04872 -1.73274
H 0.36943 -0.27647 -1.73484
H 0.15511 2.14361 -1.42744
H -0.93700 2.24475 -2.87179
H 0.44691 1.14241 -4.03846
O -3.10132 -3.70577 -0.73266
C -3.37814 -2.31309 -1.02139
C -3.40499 -2.12564 -2.49897
O -2.19935 -2.52596 -3.10312
H -2.16708 -3.64929 -0.48315
H -4.38244 -2.04933 -0.62015
H -2.65592 -1.65375 -0.50078
H -3.56732 -1.07349 -2.67493
H -4.21094 -2.64928 -2.96479
H -1.86741 -3.34546 -2.65353
O -1.23778 0.03885 2.63145
C -0.21581 0.99745 2.32385
C 0.97829 0.62260 3.20392
O 1.53460 -0.65098 2.74137
H -1.22104 -0.68399 1.99913
H 0.13709 1.10021 1.29487
H -0.55999 1.95924 2.72335
H 0.65905 0.50959 4.25335
H 1.70812 1.40949 3.05644
H 0.98891 -1.35185 3.18957
O -4.10326 1.89669 1.51158
H -4.22285 2.28956 2.37706
H -3.90944 0.95884 1.65940
O 0.52318 3.34148 0.79108
H 1.30892 3.42757 0.24045
H 0.63355 3.95645 1.52209
O 1.83258 -1.54868 0.38600
H 2.70194 -1.76393 0.02958
H 2.04423 -1.06800 1.26536